1.
69
Properties=species:S:1:pos:R:3:forces:R:3 method="wB97M-V/def2-TZVPD" multiplicity=1 charge=+1
C 0.63557 2.02022 1.40693 0.556 -0.186 0.046
C 0.58770 1.26722 0.07832 -0.630 1.017 -0.300
N -0.46099 0.23820 -0.02224 0.627 -0.502 0.218
C 0.01513 -1.02311 -0.60263 -0.692 0.051 -0.361
C -0.13473 -1.00693 -2.14326 0.368 0.060 1.009
C -1.37455 -1.73739 -2.61734 0.290 1.038 -2.068
C -2.43205 -0.89777 -3.37426 0.834 -3.486 0.340
O -2.62635 0.24280 -3.35608 -0.582 3.534 0.117
O -3.14548 -1.76441 -4.13726 -1.005 -0.191 -0.064
C -2.60182 -3.07835 -3.97687 0.817 -0.611 -0.141
C -2.89211 -4.06555 -5.11240 -0.644 0.373 0.100
C -3.86753 -5.11256 -4.61132 -0.825 0.845 -1.802
C -5.25993 -5.09883 -5.22904 0.747 0.599 -0.055
N -3.52206 -5.90149 -3.71696 0.403 -1.193 1.239
C -1.10157 -2.74057 -3.75986 -0.912 -0.813 0.848
N -0.73623 -2.08103 -5.00110 0.563 0.311 0.362
C -0.22546 -3.93184 -3.29141 -0.338 -0.119 -0.927
C 1.22269 -3.92651 -3.80111 -0.153 0.023 0.736
C -1.17882 0.03346 1.19695 -1.424 1.396 -1.075
C -2.57340 0.62680 1.21558 0.576 0.372 -0.435
O -0.77964 -0.57939 2.12223 1.142 -1.428 1.628
H 1.38382 2.80757 1.32519 0.003 0.143 -0.073
H -0.30447 2.49546 1.68374 -0.141 -0.081 -0.075
H 0.96776 1.35318 2.20145 -0.172 -0.023 0.169
H 0.38526 2.01243 -0.69538 0.112 0.009 -0.131
H 1.58671 0.88266 -0.13497 -0.073 -0.400 0.064
H -0.65338 -1.80282 -0.24240 0.137 -0.167 0.220
H 1.02388 -1.29610 -0.28098 0.098 0.175 0.006
H 0.75441 -1.49562 -2.53871 -0.012 -0.044 -0.281
H -0.12331 0.02934 -2.47729 -0.079 0.051 -0.116
H -1.94914 -2.26771 -1.86349 0.341 -0.117 0.440
H -3.03745 -3.52375 -3.08080 0.177 0.041 0.193
H -1.99430 -4.57433 -5.45556 0.207 0.013 0.151
H -3.32328 -3.57103 -5.97522 0.097 0.315 -0.067
H -5.22629 -4.50756 -6.13885 -0.226 -0.084 -0.196
H -5.61308 -6.09762 -5.45951 -0.178 -0.097 0.192
H -5.91046 -4.56379 -4.53828 -0.283 -0.203 0.016
H -4.30850 -6.52051 -3.51384 0.199 -0.135 0.252
H -0.38230 -2.73077 -5.68873 0.094 0.111 0.016
H -0.08688 -1.31543 -4.86509 0.158 -0.193 -0.159
H -0.24033 -3.99390 -2.20643 -0.008 0.021 0.144
H -0.72725 -4.83634 -3.63995 0.045 -0.146 0.012
H 1.61999 -4.93543 -3.85522 0.009 -0.125 -0.032
H 1.83388 -3.38953 -3.07876 0.291 0.135 -0.139
H 1.34351 -3.45575 -4.76995 -0.016 0.004 -0.110
H -3.22287 -0.15616 0.82990 -0.282 0.014 0.036
H -2.63035 1.47453 0.53630 -0.098 -0.025 -0.084
H -2.86338 0.93060 2.21497 -0.102 -0.242 0.155
C 3.64352 4.30339 3.80586 0.347 -0.123 0.070
N 3.62383 4.48832 5.29972 -0.070 0.024 -0.121
C 4.68185 5.48920 5.65312 -0.141 -0.089 0.066
C 3.94134 3.18814 5.96225 -0.038 0.084 -0.018
C 2.29488 5.04364 5.78420 -0.054 -0.040 -0.219
C 1.08389 4.16239 5.56495 -0.181 -0.378 -0.234
O 0.89508 3.91986 4.18017 0.047 -0.064 0.119
H 4.68103 4.16775 3.50357 0.003 0.076 0.055
H 3.08319 3.41573 3.54429 -0.208 0.122 -0.025
H 3.22911 5.19053 3.33740 -0.069 -0.055 -0.036
H 5.64383 5.10576 5.32347 -0.003 0.023 0.010
H 4.68175 5.62939 6.73161 0.027 0.043 -0.019
H 4.45432 6.42417 5.14687 0.033 0.004 0.024
H 3.21151 2.44419 5.65766 0.002 0.003 0.016
H 3.91715 3.33102 7.04051 0.017 -0.039 -0.006
H 4.93360 2.87538 5.64544 -0.010 0.003 0.018
H 2.16312 5.99271 5.26454 0.020 0.000 0.016
H 2.41242 5.23220 6.85095 -0.008 0.031 -0.011
H 0.20639 4.68025 5.96159 0.177 0.127 0.252
H 1.17978 3.21278 6.09988 0.030 0.077 0.145
H 0.18786 3.26861 4.08292 0.066 0.132 -0.118

---

2.
92
Properties=species:S:1:pos:R:3:forces:R:3 method="wB97M-V/def2-TZVPD" multiplicity=1 charge=0 smiles="NP(O)[C@]1(Cl)CS(=O)(=O)O[C@@H](P(O)Br)[C@H]1B(O)O.ClCCCl.ClCCCl.ClCCCl.ClCCCl.ClCCCl.ClCCCl.ClCCCl.ClCCCl"
N 4.26899 -0.38705 3.15395 0.093 -0.667 -0.355
P 3.71321 -0.23575 1.57648 -0.655 1.217 -0.071
O 4.94173 -0.85713 0.70003 0.006 -0.369 0.148
C 2.34461 -1.54552 1.34921 0.553 -0.354 0.325
Cl 2.63011 -2.91992 2.50691 0.097 -0.216 -0.326
C 2.36610 -2.09862 -0.07898 -0.339 0.280 0.766
S 1.60553 -0.94543 -1.22090 0.738 -0.450 -1.055
O 0.36559 -1.43827 -1.70302 -0.797 -0.194 0.414
O 2.58653 -0.63046 -2.20573 0.538 0.426 -0.084
O 1.43327 0.37124 -0.37315 -0.079 -0.252 0.358
C 0.67315 0.29784 0.85201 -0.387 0.308 0.411
P -1.15323 0.54668 0.47696 -0.474 -0.306 -0.747
O -1.68344 0.94179 1.97541 0.464 -0.316 0.224
Br -0.94483 2.51172 -0.57476 0.276 -0.003 0.288
C 0.99322 -0.93108 1.74007 -0.219 -0.305 -0.140
B -0.15700 -2.06456 1.87296 0.236 -0.330 0.298
O -0.73984 -2.67009 0.80949 -0.043 0.577 -0.175
O -0.54841 -2.47494 3.12240 -0.423 0.582 -0.027
H 4.55446 -1.33573 3.38810 -0.065 0.058 0.281
H 3.57760 -0.04996 3.81540 0.198 0.060 0.155
H 5.12735 -0.22537 -0.00369 0.162 -0.086 -0.073
H 1.81443 -3.03494 -0.11018 -0.071 0.002 -0.245
H 3.39943 -2.20910 -0.39082 -0.031 -0.200 -0.215
H 0.97384 1.18201 1.41375 0.203 0.134 -0.282
H -0.98712 1.02557 2.63960 -0.070 0.388 0.039
H 1.13904 -0.55649 2.75923 0.039 0.171 0.018
H -1.69941 -2.75689 0.98350 0.283 -0.605 -0.187
H -0.36077 -1.81402 3.79414 0.194 -0.248 0.229
Cl -3.82415 -3.17186 1.09344 -0.298 0.045 0.005
C -4.11451 -4.88756 0.66280 0.025 -0.055 -0.053
C -4.95335 -5.04583 -0.57460 -0.080 0.070 -0.029
Cl -6.63786 -4.50338 -0.32774 0.015 0.005 0.024
H -4.58906 -5.35554 1.52189 -0.017 0.067 0.031
H -3.14284 -5.34561 0.51054 -0.087 0.139 -0.087
H -4.99286 -6.10075 -0.84055 0.016 -0.007 0.021
H -4.54082 -4.49040 -1.41009 -0.043 0.068 0.019
Cl -1.06718 -0.86699 -7.06963 -0.012 0.005 -0.015
C 0.31654 -0.05235 -6.29039 0.092 0.025 -0.018
C 0.30346 -0.20767 -4.79291 0.063 -0.025 0.075
Cl -1.04044 0.67938 -4.03252 -0.039 0.033 -0.017
H 0.29134 0.99482 -6.58017 -0.068 0.003 0.001
H 1.21987 -0.50669 -6.69414 -0.009 -0.030 0.013
H 1.22532 0.19098 -4.37321 0.008 0.002 -0.011
H 0.21786 -1.25070 -4.49962 -0.046 0.008 0.010
Cl -2.27316 -5.63270 -2.52606 0.009 -0.084 0.000
C -0.62289 -5.05272 -2.17298 0.041 0.095 0.134
C 0.42565 -6.05594 -2.56952 0.090 -0.010 -0.025
Cl 0.38613 -7.51373 -1.53985 -0.013 0.026 -0.020
H -0.57283 -4.81554 -1.11250 -0.027 -0.029 0.020
H -0.48940 -4.13331 -2.73176 0.031 0.128 -0.097
H 1.41351 -5.61125 -2.45399 -0.026 0.006 0.029
H 0.30384 -6.37303 -3.60205 -0.039 -0.038 0.018
Cl 3.70689 0.46937 6.40822 -0.059 0.013 0.038
C 5.28621 1.26463 6.14745 0.099 0.009 -0.141
C 6.00781 1.52370 7.44319 0.048 -0.015 0.022
Cl 5.19210 2.76172 8.43255 -0.006 -0.010 0.011
H 5.10655 2.18458 5.59757 -0.061 0.012 0.034
H 5.87582 0.59788 5.52090 -0.018 -0.029 0.013
H 7.00911 1.89311 7.22955 -0.011 0.022 -0.026
H 6.08711 0.61929 8.04068 -0.043 0.005 0.019
Cl -4.11847 3.67631 -1.34476 -0.138 0.087 -0.028
C -4.24965 5.42597 -1.65748 -0.090 0.017 0.016
C -3.28859 5.88808 -2.72028 -0.036 0.060 -0.070
Cl -1.58901 5.79920 -2.18095 0.033 -0.018 0.014
H -4.08207 5.94663 -0.71797 0.046 -0.034 0.014
H -5.26989 5.61791 -1.98609 0.012 0.001 -0.042
H -3.48775 6.92825 -2.96719 0.001 0.001 0.014
H -3.37976 5.29427 -3.62595 0.042 -0.039 0.018
Cl -0.43596 -7.66378 4.59595 0.010 0.012 -0.005
C -2.11038 -7.14586 4.27804 -0.059 0.033 0.065
C -2.66251 -7.75524 3.01493 -0.098 0.024 0.016
Cl -1.85329 -7.12057 1.55855 0.271 -0.301 0.054
H -2.12073 -6.05963 4.22981 0.053 0.004 -0.036
H -2.71131 -7.46584 5.12765 0.002 -0.033 -0.010
H -3.72094 -7.51271 2.92595 0.006 0.031 0.015
H -2.55205 -8.83629 3.01080 0.066 0.004 -0.018
Cl 2.93449 2.81104 1.73537 0.027 0.440 -0.034
C 2.60454 4.55732 1.51722 -0.149 0.028 0.102
C 3.45087 5.14287 0.41823 -0.042 0.047 -0.066
Cl 5.18010 5.19358 0.85703 0.006 -0.013 -0.009
H 2.77793 5.05974 2.46551 0.065 -0.034 0.010
H 1.55147 4.65471 1.25589 0.000 -0.047 -0.054
H 3.14017 6.16790 0.22477 0.009 0.009 0.032
H 3.35690 4.56875 -0.49987 0.030 -0.039 0.016
Cl -1.80227 7.74598 -5.72240 -0.055 -0.005 0.048
C -2.67974 9.24486 -6.12192 0.052 0.036 -0.106
C -3.55033 9.72506 -4.99043 0.022 0.082 0.025
Cl -4.93852 8.64179 -4.69837 -0.006 -0.001 0.007
H -3.26474 9.06046 -7.01919 -0.019 -0.050 0.019
H -1.92816 10.00045 -6.34427 0.000 0.013 0.035
H -3.96091 10.70233 -5.23749 -0.013 -0.010 -0.025
H -2.98735 9.80501 -4.06397 -0.009 -0.060 0.013

---

3.
88
Properties=species:S:1:pos:R:3:forces:R:3 method="wB97M-V/def2-TZVPD" multiplicity=1 charge=+1 e_above_lowest_kcal_mol=42.6
Ca -0.56226 0.02490 -0.24719 0.786 -0.731 1.861
C -3.92896 1.72086 -2.40027 0.316 1.230 -0.048
F -3.90554 1.81779 -1.05625 0.141 0.038 -0.534
F -5.16330 1.51479 -2.79972 -0.160 -0.789 0.064
F -3.58348 2.91365 -2.94443 0.345 -1.169 0.698
S -2.82625 0.25530 -2.91245 -0.670 -3.046 0.769
O -3.33870 -0.92778 -2.17434 1.192 3.047 -0.725
O -2.94542 0.17050 -4.34724 0.542 0.490 1.105
N -1.20140 0.61371 -2.30090 -4.646 -1.068 -1.456
S -0.43122 1.26928 -3.46024 2.491 5.021 -2.746
O -1.17532 2.33021 -4.19955 1.402 -3.005 1.143
O 0.83854 1.79077 -2.90742 -1.230 -1.636 -0.554
C 0.05706 -0.23411 -4.67166 -0.565 0.054 -0.297
F -0.35459 -1.40462 -4.14618 0.494 0.576 0.280
F -0.51890 -0.16781 -5.87757 0.667 0.583 0.779
F 1.40066 -0.26281 -4.80992 -0.900 0.068 0.141
C 2.76215 -2.19979 -2.65388 1.661 -1.012 -0.551
C 2.46904 -0.99130 -1.87010 -1.376 0.549 0.101
O 1.41142 -1.02420 -1.23141 -0.147 0.568 0.248
N 3.30234 0.06192 -1.81205 0.503 -0.987 -1.002
C 4.52065 0.27460 -2.61672 -0.044 0.857 0.720
H 3.60979 -2.10765 -3.33292 -0.220 0.101 -0.210
H 1.91775 -2.66312 -3.16420 -0.104 0.577 0.134
H 3.10444 -2.92953 -1.92011 -0.029 -0.229 0.158
H 2.98272 0.86428 -1.28845 -0.293 -0.323 -0.045
H 4.39752 0.82586 -3.54895 -0.650 0.055 0.007
H 5.11391 -0.59703 -2.89315 -0.298 -0.182 0.646
H 5.06493 0.93212 -1.93884 0.775 -0.157 -0.406
C -1.32102 4.29393 -0.89240 -0.336 -0.215 1.089
C -1.23820 3.47609 0.40087 0.574 -0.322 -0.537
O -1.15054 2.24523 0.41658 -0.337 0.689 0.087
N -1.18303 4.21239 1.52799 0.462 0.371 0.476
C -0.89063 3.68919 2.87024 -0.853 -0.333 -0.188
H -0.51122 4.02598 -1.57102 -0.201 -0.175 -0.030
H -1.24291 5.34660 -0.62059 -0.047 0.065 -0.356
H -2.29730 4.10043 -1.33682 0.220 0.052 -0.254
H -1.32971 5.20462 1.40932 0.150 -0.207 0.222
H -1.80206 3.24334 3.26852 0.011 -0.198 0.123
H -0.60127 4.45938 3.58520 0.085 0.244 -0.466
H -0.12687 2.91161 2.85810 -0.038 0.111 -0.300
C -4.61823 0.14801 1.89185 0.533 0.140 0.451
C -3.13341 -0.01209 2.28878 -0.912 0.615 0.657
O -2.29663 -0.13783 1.40127 -0.220 -0.070 0.795
N -2.81256 -0.01930 3.64013 1.274 -0.129 -1.931
C -1.40129 -0.32374 3.99707 -0.618 -0.206 1.039
H -4.74639 0.94898 1.16376 0.392 -0.265 -0.248
H -5.31998 0.40997 2.68371 0.269 -0.323 0.364
H -4.90012 -0.80951 1.45392 -0.177 0.142 -0.114
H -3.50646 0.17007 4.34918 0.157 -0.142 -0.266
H -1.19046 0.00767 5.01385 -0.219 0.416 -0.027
H -0.64082 0.09028 3.33497 -0.537 0.094 -0.267
H -1.24651 -1.39970 4.07738 -0.066 -0.124 -0.452
C -3.18969 -3.42559 0.45437 -0.490 -0.148 0.046
C -1.82407 -3.31586 -0.18013 -1.425 2.764 -0.269
O -1.39106 -2.17344 -0.38411 0.684 -0.817 0.180
N -1.21840 -4.39565 -0.60733 0.367 -1.899 -0.121
C 0.05282 -4.36458 -1.28650 0.665 0.411 -0.502
H -3.79772 -4.24014 0.06077 0.198 -0.243 0.066
H -3.74912 -2.51457 0.24180 0.313 0.060 -0.112
H -3.14092 -3.51590 1.53953 0.194 -0.138 0.029
H -1.76238 -5.24664 -0.60614 0.265 0.048 0.087
H 0.43382 -5.34716 -1.56483 -0.454 -0.131 0.259
H 0.81668 -3.88249 -0.67642 -0.106 0.088 0.157
H -0.00914 -3.77620 -2.20197 -0.123 0.091 -0.026
C 0.80693 -3.17933 2.85732 0.298 0.383 -0.537
C 1.32094 -2.02608 2.01496 -0.904 -0.516 -0.329
O 0.59385 -1.21792 1.46598 -0.987 0.508 0.540
N 2.63100 -1.93730 1.77510 0.909 -0.858 0.470
C 3.61783 -3.02506 1.97933 -0.105 1.045 -0.301
H 1.15673 -3.04262 3.88058 0.139 -0.433 -0.007
H 1.22298 -4.05646 2.36167 0.033 -0.366 0.585
H -0.27869 -3.27654 2.84964 0.145 0.365 -0.153
H 2.80162 -1.11182 1.21871 0.534 -0.279 -0.284
H 3.27399 -3.97934 1.58032 -0.162 0.069 0.079
H 3.88264 -3.12493 3.03196 0.002 -0.075 -0.072
H 4.50516 -2.75266 1.40788 0.037 -0.027 0.189
C 2.39325 1.75950 2.69052 -0.038 0.706 0.148
C 2.11534 1.98754 1.20273 0.927 0.743 1.140
O 1.29267 1.34406 0.63285 -1.757 -1.837 -1.550
N 2.79159 2.94344 0.55415 2.315 1.686 0.897
C 2.67492 3.39281 -0.82498 -1.459 -0.320 -0.169
H 1.70023 1.04502 3.13473 0.103 -0.247 -0.507
H 2.19467 2.68185 3.23635 0.189 0.252 -0.022
H 3.42171 1.47972 2.91875 -0.007 -0.068 -0.203
H 3.34324 3.56805 1.12481 0.106 -0.326 0.118
H 1.61780 3.63558 -0.93298 0.001 -0.200 -0.758
H 2.97247 2.63582 -1.55061 -0.264 0.132 0.040
H 3.21640 4.30249 -1.08453 0.309 -0.135 0.747

---

LUMO list, top to bottom, in eV: -2.63, -0.07, -1.90
Strongest force on any atom list, top to bottom, in hartree/bohr: 0.070, 0.027, 0.121
M list, top to bottom, in Da: 401.6, 1196.0, 758.8